Entry 1:
C26H28EuN2S2Si | wB97M-V/def2-TZVPD

```
60
Properties=species:S:1:pos:R:3:forces:R:3:mulliken_charge:R:1
C 0.416472 2.990245 3.062000 -0.041 0.048 -0.840 -0.506
C 0.684825 2.586943 1.724710 -0.880 0.452 -0.563 -0.853
C -0.561089 2.730214 0.975623 0.485 0.526 0.508 -0.031
H 1.598441 2.075798 1.358061 -0.405 0.693 0.299 0.565
C -1.545194 3.258833 1.871126 0.791 -0.232 -0.214 -0.883
C -0.922808 3.474893 3.127150 0.328 -0.840 -0.130 -0.583
H -1.364467 3.940679 4.002233 -0.044 -0.195 -0.172 0.424
H 1.168642 2.975891 3.846948 -0.352 0.153 -0.104 0.537
H -0.744221 2.463608 -0.071710 0.155 0.430 0.510 0.147
H -2.572952 3.515075 1.596454 0.472 -0.074 0.156 0.394
Eu -0.435473 0.346558 1.952919 -0.398 -1.245 1.736 1.403
C -0.321134 -3.294209 -1.929725 2.216 -0.775 0.975 -0.750
H -0.135038 -4.375849 -1.836376 0.033 0.313 0.465 0.367
H -0.435014 -2.845143 -0.939403 -0.756 -0.344 -0.055 -0.029
H 1.210027 1.763844 -0.555433 0.132 -0.823 -1.058 0.132
Si 0.934044 1.230375 -1.955175 -0.541 -1.890 -1.076 -0.329
C 1.849029 0.021127 -3.289453 0.172 1.438 1.235 0.378
C 2.758025 0.973665 -3.754593 1.295 -0.935 -1.082 -0.242
H 2.701946 1.992941 -3.390707 0.300 0.081 -0.010 0.251
C 3.756129 0.640014 -4.689426 -0.196 0.167 0.226 -0.696
H 4.492384 1.407416 -4.919952 -0.117 -0.206 -0.262 0.357
C 3.839591 -0.647561 -5.222589 -0.429 0.417 0.881 -0.408
H 4.650971 -0.887930 -5.893163 -0.025 -0.151 -0.083 0.390
C 2.893113 -1.601633 -4.819957 -0.218 0.820 0.311 -0.713
H 3.001104 -2.619240 -5.213367 -0.447 0.405 0.194 0.365
C 1.869007 -1.252986 -3.895150 0.819 -0.406 -0.554 -0.009
H 1.139542 -2.039723 -3.737072 0.055 0.441 0.390 0.389
C -0.645101 1.557514 -2.869894 -0.804 -0.759 0.192 0.656
C -0.576382 1.607394 -4.285016 -0.737 0.676 0.443 -0.553
H 0.311581 1.265237 -4.800109 0.094 0.442 0.011 0.332
C -1.672235 2.073640 -5.018919 0.406 -0.606 -0.138 -0.575
H -1.566917 2.205344 -6.091389 -0.034 -0.119 0.067 0.369
C -2.895681 2.312927 -4.410785 0.408 0.261 0.522 -0.457
H -3.739094 2.668487 -4.990825 0.043 -0.011 0.090 0.379
C -3.009762 2.088577 -3.041276 0.146 -0.581 0.319 -0.510
H -3.968688 2.234184 -2.565592 -0.115 -0.103 0.071 0.371
C -1.924584 1.629107 -2.270572 -0.098 0.976 -1.148 -0.144
H -2.089546 1.334538 -1.237327 0.097 0.363 -0.079 0.390
H 0.673820 -2.863348 -2.212604 -1.299 -0.348 -0.517 0.034
H -1.160327 -3.266183 -2.588629 -0.336 0.971 -0.541 0.340
C 1.138068 1.179973 6.177641 0.015 -0.432 -0.179 -0.891
C 0.935370 -0.252985 5.763697 0.242 -1.162 -0.105 0.498
N 0.399984 -0.690972 4.639937 0.399 -0.319 1.393 -0.176
C 0.336147 -2.110937 4.649443 0.374 0.293 0.714 0.235
C 0.926717 -2.702379 5.768084 -0.611 -0.028 -1.458 -0.647
S 1.518622 -1.554779 6.875301 -0.660 1.435 -1.107 -0.211
C -0.366287 -2.801189 3.602030 -1.399 1.246 -1.919 -0.218
C -0.505972 -4.146939 3.302633 0.424 -0.668 0.440 -0.524
S -1.604184 -4.408741 1.938928 0.041 -0.097 0.194 -0.261
C -1.829662 -2.676642 1.820133 0.691 0.145 0.603 0.566
N -1.135417 -2.015373 2.714908 1.043 0.394 1.029 -0.463
C -2.803337 -1.966397 0.941321 -0.143 -0.303 -0.226 -0.975
H 1.522771 1.203594 7.202685 -0.072 0.106 -0.237 0.413
H 1.870024 1.649076 5.508287 -0.233 0.050 0.215 0.164
H 0.183174 1.714548 6.139776 0.239 0.029 -0.077 0.256
H 0.992916 -3.768118 5.892105 0.051 -0.030 0.272 0.390
H -0.018652 -4.960608 3.837791 -0.328 0.131 -0.403 0.354
H -2.530858 -2.031544 -0.127907 -0.310 0.057 0.324 0.142
H -3.787123 -2.433120 1.097648 -0.001 0.253 -0.337 0.378
H -2.905307 -0.897734 1.234503 0.060 -0.533 -0.110 0.271
```
Forces are in eV/Å.

* energy: -79265.0391 eV
* relative energy (zero: lowest compared OMol25 entry of this formula, charge and spin): 6.191 eV
* highest occupied orbital energy (alpha / beta): -3.742 / -6.669 eV
* 2S+1: 8
* orbital gap (alpha / beta): 3.415 / 5.543 eV
* lowest unoccupied orbital energy (alpha / beta): -0.012 / -0.041 hartree
* net charge: 0

***

Entry 2:
C26H28EuN2S2Si | wB97M-V/def2-TZVPD

```
60
Properties=species:S:1:pos:R:3:forces:R:3:mulliken_charge:R:1
C 1.609611 0.705102 4.225025 0.264 -0.002 -0.416 -0.085
C 1.664501 -0.523285 3.500807 0.429 0.606 -0.296 -0.920
C 2.475409 -0.312095 2.345160 -0.025 0.318 0.432 -0.315
H 1.182997 -1.457428 3.796018 0.196 0.313 -0.146 0.388
C 2.917611 1.048582 2.350523 -0.330 -0.454 0.566 -1.002
C 2.386034 1.676979 3.520583 -0.090 -0.650 -0.119 -0.290
H 2.571256 2.703526 3.833203 -0.005 -0.282 -0.153 0.305
H 1.096227 0.852234 5.175497 0.194 -0.073 -0.341 0.282
H 2.708662 -1.059564 1.585933 -0.119 0.333 0.272 0.447
H 3.574734 1.514786 1.616009 -0.187 -0.160 0.218 0.447
Eu 0.225201 1.248597 1.824495 0.876 -0.897 0.630 1.294
C 0.181008 -0.422220 -0.193083 0.424 1.009 1.350 -1.483
H 0.964131 -0.280162 -0.960051 -0.767 -0.126 0.263 0.227
H -0.815368 0.013108 -0.404244 0.402 -0.579 -0.455 0.330
H 0.129101 -1.450649 0.176453 -0.123 0.073 -0.217 0.265
Si -0.667624 -1.577197 -3.141650 -0.625 1.121 -0.324 0.390
C -1.538868 -3.112071 -2.591591 -0.280 -0.478 -0.141 0.213
C -0.970396 -3.950399 -1.617040 -0.489 -0.246 -0.075 -0.076
H 0.017264 -3.722532 -1.206251 -0.358 -0.016 -0.070 0.354
C -1.661357 -5.089534 -1.182765 0.023 0.116 -0.146 -0.646
H -1.216253 -5.729249 -0.418228 -0.154 0.166 -0.205 0.352
C -2.903646 -5.419406 -1.737891 0.116 0.328 -0.222 -0.378
H -3.440012 -6.312365 -1.398683 0.226 0.365 -0.155 0.358
C -3.446901 -4.610946 -2.749392 0.073 -0.089 0.147 -0.431
H -4.397023 -4.889260 -3.211950 0.275 0.099 0.162 0.351
C -2.772847 -3.461073 -3.174120 0.216 -0.362 0.426 -0.388
H -3.184142 -2.837524 -3.973306 0.061 -0.222 0.302 0.312
C 1.089935 -1.936046 -3.569784 0.582 0.015 -0.224 0.454
C 1.442367 -3.181800 -4.120101 0.476 0.259 0.186 -0.357
H 0.667968 -3.918432 -4.355467 0.258 0.213 0.182 0.358
C 2.785642 -3.486305 -4.363725 0.090 0.233 0.008 -0.502
H 3.051963 -4.454820 -4.793320 -0.044 0.289 0.163 0.360
C 3.787951 -2.549492 -4.065205 -0.396 0.043 -0.016 -0.417
H 4.841527 -2.798256 -4.237438 -0.458 0.117 0.090 0.345
C 3.430743 -1.284645 -3.575347 -0.059 -0.050 -0.180 -0.578
H 4.206742 -0.540859 -3.375924 -0.239 -0.248 -0.065 0.357
C 2.085329 -0.964671 -3.356333 0.294 -0.629 -0.125 -0.321
H 1.805137 0.035090 -3.012536 0.145 -0.370 0.024 0.331
H -0.811142 -0.474470 -2.177721 0.012 -0.239 -0.498 -0.116
H -1.347843 -0.954554 -4.308969 -0.157 -0.478 -0.419 -0.343
C 0.399925 3.407164 5.832333 -0.224 -0.006 0.323 -1.057
C -0.699353 3.634145 4.854965 -1.016 0.276 -1.192 0.680
N -0.764397 3.240055 3.596856 -0.876 1.104 0.484 -0.188
C -1.886506 3.807883 2.932081 0.108 0.714 2.996 0.268
C -2.678919 4.583714 3.772790 0.416 -0.776 -1.000 -0.511
S -2.073667 4.651316 5.379324 0.830 -0.766 -1.297 -0.167
C -2.057280 3.706467 1.505400 -0.174 0.224 -2.890 0.043
C -3.058129 4.276192 0.728450 0.782 -0.477 0.747 -0.445
S -2.742189 4.102767 -0.972158 0.667 -0.529 1.285 -0.164
C -1.255282 3.240945 -0.577928 -0.321 0.710 1.214 0.589
N -1.036217 3.126752 0.717871 -1.111 0.737 -0.693 -0.395
C -0.267079 2.853022 -1.621739 0.076 -0.155 -0.423 -0.952
H 0.332477 4.212936 6.570307 0.204 -0.197 0.003 0.482
H 0.242298 2.456399 6.360403 0.283 0.228 -0.187 0.249
H 1.381833 3.446198 5.351330 -0.317 -0.222 0.124 0.143
H -3.569512 5.105387 3.441547 0.140 -0.013 0.326 0.321
H -3.912265 4.809759 1.134358 0.099 -0.145 -0.404 0.352
H -0.665679 2.019478 -2.227941 0.336 0.233 0.256 0.196
H -0.118789 3.718884 -2.290003 0.079 -0.397 0.200 0.513
H 0.703101 2.563844 -1.165840 -0.709 0.092 -0.284 0.169
```
Forces are in eV/Å.

* energy: -79271.2302 eV
* relative energy (zero: lowest compared OMol25 entry of this formula, charge and spin): 0.000 eV
* highest occupied orbital energy (alpha / beta): -5.674 / -5.733 eV
* 2S+1: 8
* orbital gap (alpha / beta): 5.192 / 5.253 eV
* lowest unoccupied orbital energy (alpha / beta): -0.018 / -0.018 hartree
* net charge: 0

***

Entry 3:
C26H28F6N2O9PS4Ta | wB97M-V/def2-TZVPD

```
77
Properties=species:S:1:pos:R:3:forces:R:3:mulliken_charge:R:1
Ta 0.221279 0.487675 0.140376 -0.683 -4.090 0.042 2.430
F 0.598092 -1.529702 -3.984624 -0.065 0.020 -0.035 -0.199
C -0.312769 -0.584155 -4.172221 0.236 0.108 0.013 0.753
F -1.001566 -0.813693 -5.256991 -0.221 -0.044 0.071 -0.181
F 0.278741 0.600677 -4.244151 -0.020 -0.133 -0.036 -0.196
S -1.396407 -0.606287 -2.648478 -0.067 -0.108 -0.069 0.971
O -0.377403 -0.667693 -1.567844 0.171 -0.221 -0.352 -0.652
O -2.270847 -1.712030 -2.716971 -0.160 0.009 -0.172 -0.614
N -2.114800 0.804304 -2.553498 -0.133 -0.009 -0.026 -0.603
S -1.363080 1.832133 -1.669159 -1.697 1.310 -2.073 1.268
O -1.466238 1.507264 -0.225039 -1.714 0.701 0.327 -0.945
O -0.004390 2.080007 -2.020821 0.073 0.311 -0.224 -0.326
C -2.260685 3.442964 -1.842985 -0.270 0.113 0.231 0.537
F -2.022462 3.935725 -3.033876 0.022 -0.121 -0.017 -0.151
F -1.715103 4.210932 -0.904095 -0.089 -0.034 -0.125 -0.166
F -3.546718 3.292853 -1.630950 0.073 -0.035 -0.011 -0.162
C 1.749354 6.986321 -3.634839 0.081 0.020 -0.004 -1.558
C 2.044448 5.717460 -2.895552 -0.029 -0.060 0.053 0.860
C 2.191161 4.510138 -3.582791 0.097 0.068 -0.022 -0.836
C 2.381924 3.319908 -2.908587 0.107 -0.194 -0.027 -0.640
C 2.447681 3.351039 -1.523984 -0.262 -0.282 0.116 0.196
C 2.369674 4.543603 -0.808842 0.099 -0.055 0.106 -0.922
C 2.172787 5.720441 -1.503413 0.061 -0.049 -0.019 -0.828
S 2.345797 1.903436 -0.542850 2.485 0.492 0.153 1.590
O 3.454935 1.703967 0.334579 0.156 0.535 -0.280 -0.729
O 1.067840 2.155246 0.312363 1.343 2.472 0.435 0.528
N 1.888375 0.564530 -1.263054 0.070 0.774 0.221 -0.491
C 2.799144 -0.572778 -1.214583 0.021 0.009 0.154 -0.547
C 2.225018 -1.520028 -0.174926 0.496 -0.598 -0.301 0.289
O 2.359978 -2.698445 -0.116130 0.039 0.241 0.069 -0.566
O 1.431504 -0.829635 0.694680 0.456 -1.218 0.819 -0.400
H 2.675377 7.443586 -3.989885 0.000 -0.013 -0.012 0.332
H 1.252260 7.708473 -2.989913 -0.007 0.009 -0.021 0.396
H 1.120982 6.793174 -4.502861 0.012 0.029 -0.009 0.400
H 2.142063 4.505471 -4.664324 -0.030 -0.014 0.007 0.467
H 2.468556 2.385040 -3.446859 -0.112 -0.013 0.004 0.490
H 2.464515 4.531627 0.270611 -0.068 0.113 -0.010 0.505
H 2.108620 6.655442 -0.962166 -0.023 -0.006 0.006 0.461
H 3.802132 -0.288231 -0.887328 0.025 -0.038 -0.082 0.538
H 2.851833 -1.077736 -2.175624 -0.006 0.013 -0.015 0.375
C -0.653324 2.920998 2.625617 0.170 -0.092 -0.148 -1.883
P 0.012775 1.219046 2.662003 -0.219 0.577 0.757 1.331
C 1.623396 1.334421 3.473400 -0.031 -0.214 -0.134 0.575
C 2.458669 0.213760 3.461505 -0.106 0.076 0.051 -0.217
C 3.701155 0.266374 4.067917 0.040 -0.050 0.035 -0.908
C 4.125744 1.439710 4.676591 -0.029 -0.008 -0.024 -0.619
C 3.301853 2.555327 4.688119 0.059 0.022 0.053 -0.759
C 2.049237 2.505971 4.096666 -0.072 0.055 -0.056 -0.710
C -1.176886 0.410793 3.764955 0.039 -0.027 -0.196 -0.078
C -2.492158 0.276819 3.309666 0.105 0.018 0.058 -0.062
C -3.472815 -0.186425 4.169779 -0.073 0.001 -0.046 -0.808
C -3.145188 -0.534765 5.475121 0.026 -0.008 0.000 -0.655
C -1.833891 -0.433827 5.916047 -0.025 -0.053 0.036 -0.717
C -0.847241 0.048718 5.067024 0.152 0.041 -0.052 -0.334
H -0.779770 3.270527 3.648751 -0.025 0.009 0.007 0.591
H -1.624592 2.921104 2.133071 -0.022 -0.032 0.026 0.407
H 0.025525 3.576921 2.082815 -0.038 0.038 0.032 0.397
H 2.128375 -0.696273 2.980709 0.046 -0.075 0.008 0.324
H 4.343629 -0.604102 4.069515 -0.023 -0.008 -0.024 0.474
H 5.099321 1.481102 5.145953 0.001 0.013 -0.005 0.428
H 3.637507 3.466162 5.165330 -0.039 0.007 0.005 0.444
H 1.414538 3.381421 4.132255 0.028 -0.001 -0.019 0.411
H -2.740028 0.541881 2.288330 -0.098 0.042 0.043 0.513
H -4.496463 -0.265709 3.827950 0.007 -0.012 0.001 0.483
H -3.917953 -0.874658 6.151274 0.012 -0.051 -0.011 0.437
H -1.579041 -0.725739 6.925888 0.006 0.049 0.012 0.459
H 0.173039 0.154039 5.416764 -0.027 -0.014 0.031 0.491
C -0.543661 -2.716881 2.549316 -0.075 0.088 -0.008 -0.309
S -1.646246 -2.268513 1.202932 0.240 0.004 0.230 0.370
C -1.033985 -3.423357 -0.023989 0.020 0.183 -0.082 -0.785
O -1.224497 -0.832124 0.758759 -0.385 -0.696 0.646 -0.639
H 0.488412 -2.688014 2.215045 0.081 0.010 -0.102 0.097
H -0.806360 -3.726389 2.867413 -0.101 -0.006 -0.103 0.571
H -0.714423 -2.026416 3.373386 -0.069 -0.026 -0.060 0.021
H -1.300767 -4.420447 0.329750 -0.057 0.051 0.113 0.543
H 0.044627 -3.343671 -0.130468 0.079 0.030 0.033 0.123
H -1.544319 -3.238507 -0.965259 -0.068 0.049 0.010 0.317
```
Forces are in eV/Å.

* energy: -119296.7540 eV
* relative energy (zero: lowest compared OMol25 entry of this formula, charge and spin): 1.983 eV
* highest occupied orbital energy: -14.491 eV
* orbital gap: 7.685 eV
* lowest unoccupied orbital energy: -0.250 hartree
* net charge: +2